This record from the Open Molecules 2025 dataset describes C12H42O12 as an isolated structure. The level of theory is the ωB97M-V functional and the def2-TZVPD basis.

Cartesian coordinates (Å):
H: -3.694 -0.328 0.250
C: 0.108 -0.042 -0.058
H: 3.859 1.777 1.292
O: 0.674 0.869 -1.895
O: -0.718 -0.234 -4.415
O: 0.712 2.695 -0.678
H: 0.946 1.896 -3.548
H: -3.700 1.846 -1.142
O: 0.048 -1.466 -2.548
O: -1.825 1.174 -0.403
O: -3.025 -2.071 1.111
H: 0.951 2.650 -2.669
H: 0.036 4.053 -2.184
H: -0.996 0.357 3.190
H: -0.775 -1.244 1.528
C: 1.141 0.870 -3.235
H: 0.102 -3.592 -0.797
C: 0.724 -0.236 -4.240
H: 0.263 0.935 -0.515
H: 3.272 0.633 0.196
C: -2.946 -0.668 0.967
H: 0.991 -1.265 -4.001
C: 4.132 -0.207 1.999
H: -3.801 -2.262 1.642
O: -1.051 -1.573 2.387
H: 1.140 0.624 1.351
H: -0.749 -1.790 4.850
H: 0.093 1.962 -0.677
C: 0.699 -2.740 -0.469
H: 2.017 0.641 2.591
H: 1.206 -0.181 -5.216
H: -1.849 -2.183 -2.429
C: -2.977 2.079 -0.360
O: 0.442 -0.035 1.357
H: -0.058 -0.817 -3.247
O: 1.418 -2.058 -1.427
H: 0.722 -1.689 -1.976
H: 2.230 0.873 -3.281
H: -2.638 -0.289 2.829
H: -2.412 -1.718 4.971
C: -1.570 -1.099 4.661
H: 4.997 -0.432 1.375
H: 1.316 -3.308 0.227
H: 3.620 -1.165 2.086
C: 0.901 3.443 -1.923
H: 0.012 -2.076 0.054
H: 0.826 0.004 -1.508
O: 4.271 0.286 3.303
H: -1.895 -0.464 0.763
H: -3.120 -0.199 1.936
H: 5.216 0.229 3.466
C: -1.250 -1.459 -1.878
H: -3.445 2.296 0.600
H: -1.525 0.924 -1.280
H: 1.825 4.020 -1.953
H: -0.953 -0.206 -0.245
H: 0.708 -0.812 -0.544
H: -2.606 3.085 -0.552
O: 1.995 1.009 1.705
H: -0.392 -0.128 5.876
C: 3.307 0.837 1.266
C: -1.621 -0.534 3.135
H: -1.037 0.666 -4.520
H: -1.688 -0.462 -1.929
H: -1.299 -1.685 -0.813
O: -1.303 -0.016 5.594

- highest occupied orbital energy (eV) = -7.897
- HOMO-LUMO gap (eV) = 8.00
- DFT total energy (eV) = -37668.677